Density functional theory data (ωB97M-V/def2-TZVPD) for an isolated ion of composition C3H3O4 and charge -1.

Positions of all 10 atoms, in Å:
C: -0.19 1.19 -0.42
C: -0.27 -0.16 0.29
C: 0.86 -1.29 -0.05
O: 0.49 -2.33 -0.56
O: 1.93 -0.81 0.19
O: -0.81 -0.12 1.58
O: -1.65 -0.62 0.54
H: -1.13 1.66 -0.01
H: -0.09 0.78 -1.46
H: 0.85 1.70 -0.11

Computed properties:
F_max   0.0670 hartree/bohr
Structure (SMILES)   CC1(C(=O)[O-])OO1
E_LUMO   4.219 eV
Total charge   -1
Kohn-Sham gap   8.53 eV
HOMO   -4.313 eV
Energy relative to the best compared isomer or geometry (same formula, charge and spin)   76.9 kcal/mol